C43H47N5O4P2PdSSi2 | ωB97M-V with the def2-TZVPD basis set

- E_LUMO: 2.40 eV
- Relative energy (zero: lowest compared OMol25 entry of this formula, charge and spin): 0.761 eV
- HOMO level: -1.26 eV
- Largest force on an atom: 4.5 eV Å⁻¹
- Electronic energy: -4029.4000 Eh
- Frontier orbital gap: 3.66 eV
- Total charge: -2

Last column: Löwdin charge in e.
Positions of all 105 atoms, in Å:
Pd -0.853320 0.484122 0.481107  0.675
C -2.652721 -2.625526 -0.082725  -0.164
Si -3.098546 -1.193196 -1.283729  0.347
C -4.448319 -1.810089 -2.497619  -0.205
C -3.984484 0.169863 -0.271247  -0.187
N -1.833434 -0.692829 -2.334427  -0.264
P -0.286546 -0.925635 -2.125109  0.629
C 0.502804 -0.210371 -0.735973  -0.591
P 1.983318 0.721431 -0.666281  0.635
N 1.945500 2.220376 -0.180411  -0.269
Si 1.695166 2.854580 1.394294  0.348
C 0.927123 4.590069 1.125216  -0.186
C 3.414267 3.126683 2.229981  -0.195
C 0.697262 1.963467 2.761305  -0.181
C 2.824860 0.738798 -2.270949  -0.296
C 2.889628 1.926484 -2.986038  -0.077
C 3.633614 1.986427 -4.147673  -0.096
C 4.319644 0.867364 -4.594898  -0.113
C 4.227397 -0.329622 -3.898341  -0.110
C 3.470969 -0.397351 -2.743387  -0.114
C 3.160921 -0.190220 0.399329  -0.270
C 4.530858 0.010552 0.277584  -0.091
C 5.391748 -0.468069 1.249471  -0.108
C 4.891052 -1.122627 2.365745  -0.119
C 3.523732 -1.304150 2.501139  -0.094
C 2.663636 -0.835784 1.523896  -0.098
C 0.036034 -2.731121 -2.002174  -0.287
C 0.556946 -3.316125 -0.855969  -0.087
C 0.534234 -4.692735 -0.701734  -0.098
C -0.003660 -5.499010 -1.690293  -0.119
C -0.513604 -4.920034 -2.843356  -0.107
C -0.510928 -3.545939 -2.987212  -0.111
C 0.390543 -0.438006 -3.747131  -0.276
C 1.175670 -1.252465 -4.551871  -0.107
C 1.567752 -0.814755 -5.805324  -0.113
C 1.184451 0.436688 -6.255372  -0.119
C 0.407024 1.255690 -5.449151  -0.094
C 0.006308 0.818797 -4.202444  -0.098
H -3.450365 -2.836398 0.626266  0.018
H -1.763985 -2.341784 0.483811  -0.007
H -2.420326 -3.546968 -0.613983  0.011
H -5.368775 -2.024366 -1.967114  -0.003
H -4.144741 -2.708853 -3.020864  -0.001
H -4.664619 -1.047840 -3.236113  0.007
H -4.997286 -0.125958 -0.008966  0.017
H -4.049808 1.094568 -0.838114  0.014
H -3.453075 0.357166 0.663724  -0.020
H 1.538231 5.191962 0.463410  0.009
H 0.826417 5.132820 2.059332  0.005
H -0.055561 4.507004 0.675825  -0.011
H 4.180806 3.379131 1.503352  0.006
H 3.741284 2.231896 2.753704  0.002
H 3.368962 3.931962 2.958324  0.000
H -0.327377 1.759804 2.430349  -0.028
H 0.620041 2.576365 3.658272  0.023
H 1.167801 1.021411 3.045030  0.012
H 2.366608 2.783101 -2.589205  0.099
H 3.704300 2.915140 -4.698221  0.095
H 4.930883 0.940150 -5.485887  0.090
H 4.759541 -1.204414 -4.254521  0.097
H 3.386490 -1.325251 -2.188617  0.116
H 4.912532 0.538397 -0.587134  0.104
H 6.460260 -0.317775 1.146885  0.089
H 5.562609 -1.480485 3.138038  0.087
H 3.130114 -1.800563 3.378106  0.089
H 1.593451 -0.969131 1.618472  0.061
H 0.970107 -2.688270 -0.078598  0.083
H 0.905687 -5.140147 0.210355  0.093
H -0.028875 -6.574687 -1.560658  0.087
H -0.948698 -5.542811 -3.613432  0.089
H -0.941730 -3.077174 -3.860924  0.105
H 1.474662 -2.231107 -4.201247  0.099
H 2.176186 -1.449229 -6.440408  0.095
H 1.492443 0.771422 -7.238508  0.088
H 0.117356 2.235227 -5.804445  0.096
H -0.603293 1.433844 -3.555508  0.036
O -2.153489 0.201842 2.445267  -0.067
C -1.315209 -0.685856 2.734768  -0.611
O -0.474820 -1.070351 1.850913  -0.146
C -1.286936 -1.289754 4.064669  -0.080
C -0.300150 -2.220453 4.432242  0.015
C -0.279053 -2.764173 5.686632  0.019
C -1.252366 -2.393125 6.640987  -0.183
C -2.253549 -1.468547 6.270929  0.016
C -2.256592 -0.928857 5.016052  0.010
N -1.210812 -2.910476 7.916133  -0.329
O -2.090888 -2.564312 8.751028  0.025
O -0.294532 -3.720501 8.222710  0.027
H 0.454003 -2.483141 3.703015  0.117
H 0.475159 -3.482946 5.974028  0.115
H -3.006858 -1.201833 6.997774  0.113
H -3.006925 -0.206755 4.727961  0.120
C -5.195200 5.072329 -0.504155  -0.053
C -4.154735 4.185081 0.115043  -0.369
C -4.244242 3.776026 1.445316  -0.047
C -3.227109 2.956429 1.916132  -0.144
N -2.253011 2.544135 1.133656  -0.013
C -2.288250 2.927956 -0.157832  -0.832
S -1.117963 2.180785 -1.129964  0.757
N -3.178681 3.781879 -0.675645  0.095
H -5.370791 5.942427 0.127279  0.066
H -6.130210 4.516425 -0.596251  0.074
H -4.864956 5.389315 -1.491331  0.069
H -5.059744 4.091949 2.075262  0.086
H -3.197247 2.600613 2.938368  0.104

Forces on atoms 1 to 2 (eV/Å):
Pd 0.1757 0.8871 -1.1051
C -0.0175 0.5001 -0.3665

C43H47O5P2RuS2Si2 | ωB97M-V with the def2-TZVPD basis set

- E_LUMO (alpha / beta): -0.09 / -2.21 eV
- Relative energy (zero: lowest compared OMol25 entry of this formula, charge and spin): 0.000 eV
- HOMO level (alpha / beta): -6.30 / -8.97 eV
- Largest force on an atom: 4.7 eV Å⁻¹
- Expectation value of S²: 8.772
- Electronic energy: -4195.7743 Eh
- Spin multiplicity: 6
- Frontier orbital gap (alpha / beta): 6.22 / 6.76 eV

Last column: Löwdin charge in e.
Positions of all 102 atoms, in Å:
Ru 0.240467 0.236821 -0.770245  0.817
O 2.253169 -2.530799 -0.030960  -0.455
S 1.337769 -1.399860 0.404673  0.809
C 2.389929 -0.504733 1.574411  -0.370
C 3.477717 -1.173907 2.167774  -0.052
C 4.314604 -0.471036 3.055518  -0.055
C 4.093808 0.881472 3.247705  -0.062
C 3.039466 1.542403 2.598915  -0.057
C 2.099964 0.824228 1.835120  -0.344
P 0.520365 1.456406 1.134353  0.976
C -0.648170 1.255971 2.523663  -0.355
C -1.812428 2.038715 2.509393  -0.093
C -2.702337 2.007691 3.600074  -0.073
C -2.436918 1.196277 4.710516  -0.088
C -1.295966 0.394091 4.719882  -0.077
C -0.417617 0.420488 3.631967  -0.086
C 0.757439 3.253149 1.302795  -0.345
C 0.845826 4.199922 0.272729  -0.069
C 1.104580 5.547118 0.552132  -0.063
C 1.062195 6.018099 1.879070  -0.082
C 0.934320 5.106759 2.913439  -0.068
C 0.811770 3.723518 2.625094  -0.111
C 0.130053 -2.234206 1.490530  -0.335
C 0.513038 -2.874286 2.696566  -0.065
C -0.396339 -3.589122 3.494849  -0.066
C -1.677219 -3.816003 2.991356  -0.053
C -2.032370 -3.275523 1.741231  -0.086
C -1.164847 -2.403373 1.006254  -0.342
P -1.905561 -1.504308 -0.471285  0.969
C -2.048011 -3.106292 -1.394396  -0.274
C -1.414119 -4.350408 -1.117850  -0.066
C -1.758725 -5.510980 -1.835344  -0.082
C -2.690581 -5.490973 -2.852140  -0.093
C -3.270835 -4.278514 -3.177617  -0.069
C -2.953015 -3.111703 -2.461983  -0.085
C -3.495645 -1.083554 0.342865  -0.284
C -4.608563 -0.917144 -0.475517  -0.071
C -5.864945 -0.603016 0.094406  -0.060
C -5.983835 -0.307531 1.445519  -0.085
C -4.853157 -0.355587 2.255513  -0.079
C -3.647100 -0.797782 1.723368  -0.080
H 3.678224 -2.201036 1.855597  0.114
H 5.123231 -0.994491 3.558940  0.110
H 4.768463 1.488153 3.849334  0.110
H 2.961805 2.641369 2.690274  0.110
H -2.065383 2.661857 1.629033  0.114
H -3.570076 2.649808 3.562958  0.106
H -3.121081 1.164191 5.568950  0.109
H -1.073441 -0.255831 5.571199  0.108
H 0.454264 -0.215280 3.689704  0.094
H 0.771564 3.865910 -0.770515  0.083
H 1.261323 6.258865 -0.265402  0.109
H 1.157929 7.089991 2.087472  0.108
H 0.959948 5.431767 3.966144  0.111
H 0.728110 3.028814 3.468170  0.112
H 1.548950 -2.796977 3.071066  0.111
H -0.060076 -4.050616 4.426826  0.109
H -2.397336 -4.461058 3.519977  0.116
H -3.020214 -3.475460 1.341412  0.118
H -0.646596 -4.438393 -0.348167  0.108
H -1.206455 -6.431135 -1.584044  0.111
H -2.969569 -6.402297 -3.387619  0.109
H -3.925615 -4.178716 -4.033684  0.103
H -3.451648 -2.177485 -2.739330  0.089
H -4.575968 -1.039357 -1.565659  0.099
H -6.730750 -0.572261 -0.568838  0.107
H -6.964681 -0.050293 1.869553  0.109
H -4.914494 -0.021101 3.294198  0.101
H -2.769333 -0.885216 2.362109  0.094
O -2.322706 -0.501242 -1.929666  -0.508
S -2.288182 1.326473 -1.901244  0.409
O -3.550102 1.696932 -2.436511  -0.261
O -2.073661 1.617432 -0.487676  -0.393
O -1.155226 1.574875 -2.760500  -0.356
C 3.546854 -1.340313 -3.682002  -0.176
Si 1.786200 -0.753136 -3.268509  0.389
C 0.966033 0.018635 -4.791695  -0.161
C 1.087159 -2.448113 -3.132593  -0.199
C 2.089078 0.341672 -1.712862  -0.479
Si 2.794855 2.179023 -2.468741  0.544
C 4.116992 1.832828 -3.772917  -0.203
C 1.554988 3.356818 -3.233786  -0.182
C 3.731302 2.790778 -0.942223  -0.177
H 3.517179 -2.060920 -4.473227  0.021
H 3.924574 -1.892555 -2.836588  0.034
H 4.267179 -0.569840 -3.966161  -0.003
H 0.616985 -0.812093 -5.407164  0.032
H 1.684109 0.561895 -5.397553  0.015
H 0.087667 0.633643 -4.552248  0.016
H 1.475763 -2.928610 -4.033097  0.038
H -0.010996 -2.514311 -3.119224  0.026
H 1.503559 -2.998195 -2.301368  0.014
H 2.920584 -0.132112 -1.193214  -0.011
H 3.721762 1.404267 -4.695291  0.021
H 4.920926 1.196142 -3.434025  0.023
H 4.556978 2.796337 -4.043511  0.037
H 1.461427 3.133370 -4.300224  0.039
H 1.962870 4.361272 -3.137630  0.034
H 0.556045 3.342408 -2.806279  0.001
H 4.709145 2.340532 -0.885366  0.032
H 3.219978 2.533012 -0.026141  -0.014
H 3.821413 3.866886 -0.944766  0.026

Forces on atoms 1 to 2 (eV/Å):
Ru -0.8901 0.8182 -2.2072
O -1.0998 1.2490 0.0974